Entry 1:
{
  "formula": "C45H71N4O5PPdSi",
  "method": "wB97M-V/def2-TZVPD",
  "elements": ["Pd", "O", "C", "O", "C", "C", "N", "N", "C", "C", "O", "O", "H", "H", "H", "C", "C", "C", "C", "C", "C", "C", "N", "C", "C", "C", "C", "C", "C", "C", "N", "C", "C", "C", "C", "H", "H", "H", "H", "H", "H", "H", "H", "H", "H", "H", "H", "H", "H", "H", "H", "H", "H", "H", "H", "H", "H", "H", "H", "C", "Si", "C", "C", "C", "H", "H", "H", "H", "H", "H", "H", "H", "H", "H", "H", "O", "P", "C", "C", "C", "C", "C", "C", "C", "C", "C", "C", "C", "C", "C", "C", "C", "C", "C", "C", "H", "H", "H", "H", "H", "H", "H", "H", "H", "H", "H", "H", "H", "H", "H", "H", "H", "H", "H", "H", "H", "H", "H", "H", "H", "H", "H", "H", "H", "H", "H", "H", "H"],
  "coordinates": [[0.11, -0.33, 0.03], [-5.45, -1.82, 0.62], [-5.03, -1.12, 1.66], [-5.77, -0.63, 2.47], [-3.55, -0.93, 1.82], [-3.00, -0.40, 2.97], [-1.68, -0.24, 2.76], [-1.34, -0.65, 1.53], [-2.46, -1.07, 0.95], [-2.35, -1.62, -0.44], [-3.27, -2.19, -0.98], [-1.18, -1.42, -1.01], [-4.72, -2.09, 0.02], [-3.47, -0.14, 3.90], [-0.98, 0.05, 3.42], [4.91, -1.49, -5.05], [5.20, -0.84, -3.70], [6.26, -1.67, -2.96], [5.72, 0.59, -3.93], [3.96, -0.79, -2.82], [2.78, -1.46, -3.14], [1.68, -1.37, -2.30], [1.72, -0.67, -1.17], [2.86, -0.02, -0.82], [3.97, -0.07, -1.62], [2.76, 0.73, 0.45], [3.82, 1.35, 1.09], [3.61, 2.06, 2.27], [2.30, 2.13, 2.74], [1.28, 1.49, 2.06], [1.52, 0.78, 0.95], [4.73, 2.75, 3.02], [6.07, 2.62, 2.30], [4.39, 4.24, 3.17], [4.85, 2.10, 4.41], [5.80, -1.43, -5.68], [4.10, -0.98, -5.59], [4.65, -2.55, -4.96], [7.16, -1.74, -3.57], [5.90, -2.68, -2.76], [6.54, -1.21, -2.01], [6.56, 0.55, -4.63], [6.08, 1.05, -3.01], [4.95, 1.23, -4.36], [2.69, -2.04, -4.04], [0.74, -1.86, -2.52], [4.86, 0.47, -1.33], [4.80, 1.28, 0.66], [2.05, 2.70, 3.63], [0.25, 1.58, 2.37], [6.05, 3.08, 1.31], [6.39, 1.58, 2.21], [6.84, 3.14, 2.87], [4.24, 4.72, 2.20], [5.21, 4.75, 3.68], [3.49, 4.40, 3.77], [5.12, 1.04, 4.33], [3.92, 2.17, 4.97], [5.62, 2.60, 4.98], [0.17, -4.04, 3.89], [0.06, -4.18, 2.03], [1.16, -5.54, 1.36], [-1.69, -4.34, 1.43], [0.81, -2.63, 1.23], [-0.09, -5.00, 4.35], [-0.53, -3.30, 4.27], [1.17, -3.78, 4.22], [0.82, -6.47, 1.82], [2.21, -5.40, 1.62], [1.08, -5.64, 0.28], [-2.10, -5.32, 1.71], [-1.77, -4.27, 0.34], [-2.34, -3.58, 1.87], [0.66, -2.58, 0.16], [1.61, -2.01, 1.64], [-0.48, 1.64, -0.72], [-1.60, 2.29, -1.54], [-3.16, 2.03, -0.60], [-3.14, 2.51, 0.86], [-3.66, 3.93, 1.07], [-5.02, 4.12, 0.42], [-4.95, 3.81, -1.07], [-4.49, 2.37, -1.28], [-1.10, 4.03, -1.77], [-0.67, 4.69, -0.42], [0.79, 5.16, -0.43], [1.71, 4.04, -0.88], [1.38, 3.60, -2.32], [0.04, 4.16, -2.80], [-1.94, 1.41, -3.11], [-2.74, 2.20, -4.19], [-1.97, 2.64, -5.45], [-1.03, 1.56, -5.96], [-0.04, 1.17, -4.88], [-0.75, 0.59, -3.66], [-3.09, 0.93, -0.58], [-2.14, 2.39, 1.28], [-3.80, 1.83, 1.42], [-2.96, 4.65, 0.63], [-3.70, 4.14, 2.14], [-5.37, 5.14, 0.58], [-5.75, 3.45, 0.89], [-4.26, 4.50, -1.56], [-5.92, 3.95, -1.54], [-4.46, 2.12, -2.35], [-5.25, 1.70, -0.85], [-1.99, 4.54, -2.17], [-0.79, 3.98, 0.40], [-1.32, 5.54, -0.21], [1.05, 5.50, 0.57], [0.90, 6.02, -1.09], [1.59, 3.19, -0.20], [2.75, 4.36, -0.81], [1.35, 2.50, -2.38], [2.15, 3.93, -3.01], [-0.25, 3.69, -3.74], [0.15, 5.22, -3.02], [-2.64, 0.66, -2.72], [-3.23, 3.07, -3.75], [-3.54, 1.54, -4.52], [-1.41, 3.56, -5.27], [-2.71, 2.89, -6.21], [-0.51, 1.91, -6.86], [-1.61, 0.68, -6.26], [0.57, 2.03, -4.61], [0.66, 0.41, -5.26], [-0.03, 0.42, -2.86], [-1.14, -0.39, -3.94]],
  "e_homo_ev": [-13.986, -14.519],
  "max_force_ev_per_a": 1.398,
  "gap_ev": [6.30, 7.89],
  "total_charge": 2,
  "de_lowest_ev": 0.699
}

=====

Entry 2:
{
  "formula": "C45H74ClF2GaO18PS",
  "method": "wB97M-V/def2-TZVPD",
  "elements": ["C", "C", "C", "F", "Ga", "P", "S", "C", "F", "C", "C", "C", "Cl", "C", "C", "H", "H", "H", "H", "H", "H", "H", "H", "H", "H", "H", "H", "H", "H", "H", "H", "H", "H", "H", "H", "O", "C", "O", "C", "C", "C", "H", "H", "H", "H", "H", "H", "O", "C", "O", "C", "C", "C", "H", "H", "H", "H", "H", "H", "O", "C", "O", "C", "C", "C", "H", "H", "H", "H", "H", "H", "O", "C", "O", "C", "C", "C", "H", "H", "H", "H", "H", "H", "O", "C", "O", "C", "C", "C", "H", "H", "H", "H", "H", "H", "O", "C", "O", "C", "C", "C", "H", "H", "H", "H", "H", "H", "O", "C", "O", "C", "C", "C", "H", "H", "H", "H", "H", "H", "O", "C", "O", "C", "C", "C", "H", "H", "H", "H", "H", "H", "O", "C", "O", "C", "C", "C", "H", "H", "H", "H", "H", "H"],
  "coordinates": [[3.89, 1.55, 0.64], [2.79, 0.77, -0.10], [1.39, 1.37, -0.02], [0.50, 0.32, 0.37], [0.66, 2.26, -1.71], [0.85, 0.82, -3.60], [2.38, -0.47, -3.61], [-1.34, 2.61, -1.47], [-2.04, 1.37, -1.35], [-1.71, 3.50, -0.28], [-2.31, 4.87, -0.65], [1.49, 4.09, -2.09], [2.00, 4.24, -3.83], [2.61, 4.52, -1.11], [4.04, 4.50, -1.65], [4.32, 2.33, 0.01], [4.71, 0.87, 0.88], [3.53, 1.97, 1.58], [3.10, 0.60, -1.13], [2.72, -0.22, 0.37], [1.36, 2.08, 0.83], [-0.36, 0.10, -3.68], [0.80, 1.60, -4.76], [-1.73, 3.06, -2.39], [-0.87, 3.62, 0.41], [-2.48, 2.94, 0.25], [-3.17, 5.10, -0.01], [-2.66, 4.89, -1.68], [-1.59, 5.68, -0.53], [0.69, 4.83, -2.01], [2.40, 5.54, -0.77], [2.56, 3.88, -0.22], [4.25, 5.39, -2.24], [4.24, 3.61, -2.25], [4.74, 4.49, -0.81], [-3.81, 2.16, 4.58], [-3.43, 1.40, 3.73], [-2.16, 1.42, 3.27], [-1.99, 0.45, 2.20], [-3.12, -0.55, 2.40], [-4.22, 0.33, 3.00], [-2.06, 0.98, 1.25], [-1.00, 0.02, 2.28], [-3.41, -1.05, 1.48], [-2.83, -1.31, 3.12], [-4.83, 0.82, 2.24], [-4.86, -0.20, 3.70], [5.53, -2.05, 1.94], [5.19, -2.33, 0.82], [5.86, -1.89, -0.26], [5.18, -2.31, -1.47], [4.35, -3.51, -1.06], [4.01, -3.18, 0.39], [4.54, -1.49, -1.81], [5.92, -2.53, -2.23], [3.48, -3.66, -1.70], [4.96, -4.41, -1.09], [3.11, -2.57, 0.48], [3.92, -4.05, 1.04], [-0.04, 1.30, -6.97], [0.26, 0.20, -7.30], [1.54, -0.14, -7.60], [1.62, -1.51, -8.00], [0.38, -2.17, -7.41], [-0.63, -1.03, -7.43], [1.63, -1.55, -9.09], [2.56, -1.92, -7.62], [0.07, -3.06, -7.96], [0.58, -2.47, -6.38], [-1.17, -0.95, -8.37], [-1.34, -1.06, -6.61], [6.20, -5.22, -2.92], [6.06, -6.39, -3.16], [5.25, -6.83, -4.15], [5.19, -8.27, -4.14], [6.46, -8.72, -3.43], [6.69, -7.57, -2.45], [4.29, -8.58, -3.60], [5.12, -8.62, -5.16], [6.36, -9.70, -2.96], [7.28, -8.76, -4.14], [6.16, -7.72, -1.51], [7.74, -7.37, -2.24], [-3.22, 7.66, 1.67], [-3.26, 6.98, 2.66], [-4.26, 6.11, 2.90], [-4.08, 5.48, 4.19], [-2.60, 5.63, 4.50], [-2.25, 6.94, 3.79], [-4.72, 5.99, 4.90], [-4.37, 4.44, 4.11], [-2.39, 5.62, 5.57], [-2.06, 4.81, 4.03], [-2.40, 7.82, 4.42], [-1.24, 6.94, 3.40], [-3.88, -3.59, 3.12], [-5.05, -3.58, 3.36], [-5.90, -2.72, 2.76], [-7.22, -2.85, 3.31], [-7.26, -4.25, 3.91], [-5.81, -4.45, 4.35], [-7.36, -2.07, 4.06], [-7.94, -2.70, 2.51], [-7.99, -4.35, 4.72], [-7.52, -4.98, 3.14], [-5.62, -4.06, 5.35], [-5.47, -5.48, 4.29], [1.63, 7.50, 4.53], [1.66, 6.46, 3.95], [0.81, 6.17, 2.93], [0.99, 4.81, 2.49], [2.40, 4.44, 2.93], [2.56, 5.26, 4.20], [0.23, 4.19, 2.96], [0.85, 4.78, 1.41], [2.53, 3.37, 3.07], [3.12, 4.77, 2.18], [2.18, 4.74, 5.09], [3.58, 5.60, 4.39], [3.81, -11.05, -4.47], [3.50, -11.20, -5.61], [4.21, -10.66, -6.63], [3.55, -10.91, -7.89], [2.66, -12.12, -7.64], [2.30, -11.95, -6.17], [2.97, -10.02, -8.15], [4.31, -11.06, -8.64], [1.81, -12.17, -8.31], [3.24, -13.04, -7.77], [1.42, -11.33, -6.02], [2.17, -12.89, -5.63], [-4.67, 5.83, 8.06], [-5.68, 6.43, 7.81], [-6.18, 6.52, 6.55], [-7.32, 7.39, 6.53], [-7.85, 7.40, 7.96], [-6.56, 7.22, 8.76], [-6.99, 8.38, 6.19], [-8.03, 6.99, 5.81], [-8.40, 8.31, 8.20], [-8.50, 6.55, 8.12], [-6.07, 8.17, 8.97], [-6.69, 6.67, 9.69]],
  "e_homo_ev": -4.453,
  "max_force_ev_per_a": 0.646,
  "gap_ev": 5.95,
  "total_charge": -1
}

=====

Entry 3:
{
  "formula": "C45H77NO17S7",
  "method": "wB97M-V/def2-TZVPD",
  "elements": ["C", "C", "C", "C", "C", "C", "C", "C", "C", "C", "C", "C", "C", "C", "C", "C", "C", "O", "N", "C", "C", "C", "S", "O", "O", "O", "C", "O", "H", "H", "H", "H", "H", "H", "H", "H", "H", "H", "H", "H", "H", "H", "H", "H", "H", "H", "H", "H", "H", "H", "H", "H", "H", "H", "H", "H", "H", "O", "S", "O", "C", "C", "C", "C", "H", "H", "H", "H", "H", "H", "H", "H", "O", "S", "O", "C", "C", "C", "C", "H", "H", "H", "H", "H", "H", "H", "H", "O", "S", "O", "C", "C", "C", "C", "H", "H", "H", "H", "H", "H", "H", "H", "O", "S", "O", "C", "C", "C", "C", "H", "H", "H", "H", "H", "H", "H", "H", "O", "S", "O", "C", "C", "C", "C", "H", "H", "H", "H", "H", "H", "H", "H", "O", "S", "O", "C", "C", "C", "C", "H", "H", "H", "H", "H", "H", "H", "H"],
  "coordinates": [[7.61, 0.82, -0.01], [6.74, -0.29, -0.79], [7.33, -1.78, -0.95], [5.43, -0.01, -1.35], [5.21, 0.11, -2.95], [4.54, 1.53, -3.37], [2.92, 1.51, -3.19], [2.19, 2.34, -4.35], [2.49, 1.89, -1.69], [1.64, 3.24, -1.52], [0.06, 2.91, -1.41], [-0.79, 3.74, -0.40], [-2.32, 3.50, -0.15], [-2.98, 2.36, -0.95], [-2.13, 1.56, -1.99], [-0.63, 1.79, -2.25], [-3.19, 0.55, -2.62], [-3.19, 0.07, -3.76], [-4.19, 0.40, -1.53], [-3.75, -0.43, -0.37], [-4.23, -1.96, -0.41], [-4.08, -2.67, -1.83], [-2.34, -2.96, -2.38], [-1.34, -2.12, -1.60], [-2.19, -2.75, -3.88], [-1.84, -4.57, -2.12], [-4.46, 1.77, -0.98], [-5.56, 2.22, -0.62], [7.91, 1.62, -0.78], [7.00, 1.31, 0.83], [8.56, 0.35, 0.43], [6.51, -2.48, -1.36], [8.24, -1.74, -1.64], [7.67, -2.16, 0.08], [4.56, 0.11, -0.61], [6.26, 0.07, -3.42], [4.60, -0.80, -3.30], [4.99, 2.37, -2.75], [4.79, 1.66, -4.49], [2.63, 0.40, -3.34], [2.68, 2.00, -5.35], [2.47, 3.44, -4.23], [1.07, 2.14, -4.46], [1.88, 1.04, -1.21], [3.44, 2.00, -1.04], [1.92, 3.67, -0.48], [1.88, 4.07, -2.26], [-0.28, 4.57, 0.20], [-2.95, 4.10, 0.59], [-0.07, 1.14, -2.99], [-4.24, 0.05, 0.57], [-2.63, -0.42, -0.17], [-5.33, -2.00, -0.08], [-3.58, -2.52, 0.36], [-4.71, -2.17, -2.66], [-4.55, -3.73, -1.71], [-0.88, -4.55, -2.38], [4.15, 3.81, 2.60], [4.03, 2.44, 2.15], [4.21, 2.07, 0.77], [5.08, 1.42, 3.17], [4.19, 1.02, 4.34], [2.83, 0.68, 3.74], [2.48, 1.78, 2.75], [5.97, 1.98, 3.47], [5.37, 0.55, 2.58], [4.62, 0.19, 4.90], [4.09, 1.87, 5.03], [2.90, -0.28, 3.22], [2.06, 0.58, 4.51], [1.90, 1.40, 1.90], [1.93, 2.59, 3.23], [-1.03, -5.14, 3.17], [-0.01, -4.86, 2.19], [0.64, -3.57, 2.09], [1.24, -6.13, 2.30], [0.75, -7.22, 1.36], [0.24, -6.50, 0.11], [-0.63, -5.33, 0.58], [1.35, -6.46, 3.33], [2.18, -5.70, 1.94], [1.55, -7.93, 1.12], [-0.07, -7.78, 1.82], [1.10, -6.12, -0.47], [-0.32, -7.17, -0.55], [-0.56, -4.48, -0.10], [-1.67, -5.63, 0.69], [1.08, 1.38, 5.97], [-0.32, 1.05, 6.10], [-0.89, -0.14, 5.49], [-0.75, 1.07, 7.83], [-1.16, 2.51, 8.10], [-2.02, 2.93, 6.91], [-1.30, 2.47, 5.64], [0.10, 0.75, 8.43], [-1.59, 0.39, 7.98], [-1.70, 2.61, 9.04], [-0.27, 3.15, 8.15], [-2.99, 2.43, 6.97], [-2.20, 4.00, 6.89], [-2.00, 2.19, 4.85], [-0.62, 3.24, 5.27], [-5.04, 1.70, 7.38], [-5.64, 3.01, 7.35], [-4.84, 4.22, 7.29], [-6.85, 3.06, 6.04], [-8.14, 2.59, 6.70], [-8.19, 3.29, 8.06], [-6.80, 3.14, 8.70], [-6.53, 2.43, 5.21], [-6.94, 4.10, 5.70], [-9.01, 2.83, 6.09], [-8.11, 1.50, 6.84], [-8.42, 4.35, 7.92], [-8.96, 2.87, 8.70], [-6.55, 4.01, 9.31], [-6.73, 2.23, 9.30], [7.07, 0.46, -5.05], [8.07, 0.75, -6.05], [8.69, 2.06, -6.16], [9.35, -0.49, -5.94], [8.87, -1.60, -6.87], [8.33, -0.89, -8.12], [7.44, 0.26, -7.65], [9.47, -0.81, -4.91], [10.28, -0.04, -6.31], [9.68, -2.29, -7.11], [8.07, -2.16, -6.39], [9.17, -0.50, -8.70], [7.78, -1.58, -8.76], [7.49, 1.11, -8.33], [6.41, -0.06, -7.52], [-10.01, -1.62, -6.82], [-9.35, -2.38, -5.78], [-9.95, -3.54, -5.17], [-7.71, -2.81, -6.35], [-6.84, -1.63, -5.93], [-7.29, -1.27, -4.51], [-8.82, -1.24, -4.50], [-7.72, -2.97, -7.43], [-7.41, -3.72, -5.84], [-5.78, -1.88, -5.97], [-7.02, -0.78, -6.60], [-6.93, -2.04, -3.82], [-6.87, -0.31, -4.19], [-9.22, -1.57, -3.54], [-9.20, -0.25, -4.75]],
  "e_homo_ev": -6.303,
  "max_force_ev_per_a": 6.495,
  "gap_ev": 5.85
}